C35H30Cl6IN3O3STa | the ωB97M-V functional and the def2-TZVPD basis

Last column: Löwdin charge in e.
CARTESIAN COORDINATES (ANGSTROEM)
Ta -0.542 -0.044 -0.130  1.698
C -1.514 -4.239 -1.768  0.011
C -0.894 -4.267 -0.403  -0.246
N -0.597 -5.454 0.119  0.171
C -0.086 -5.542 1.337  -0.035
C 0.158 -4.449 2.169  -0.083
C 0.737 -4.763 3.527  -0.165
O 0.547 -3.708 4.448  -0.055
C -0.123 -3.187 1.630  -0.067
C -0.058 -1.977 2.420  0.006
N -0.260 -0.760 2.014  -0.097
C -0.480 0.154 3.125  -0.371
C 0.472 0.426 4.093  -0.023
C 0.157 1.287 5.138  -0.018
C -1.102 1.863 5.227  -0.027
C -2.076 1.562 4.281  -0.094
C -1.743 0.707 3.248  -0.593
I -3.147 0.073 1.844  1.269
C -0.625 -3.120 0.329  -0.234
O -0.844 -1.888 -0.220  -0.308
H -0.792 -3.933 -2.531  0.081
H -2.368 -3.564 -1.803  0.079
H -1.846 -5.243 -2.019  0.103
H 0.124 -6.545 1.694  0.143
H 1.805 -4.975 3.394  0.148
H 0.268 -5.682 3.884  0.143
H 0.753 -4.022 5.336  0.123
H 0.095 -2.130 3.484  0.133
H 1.453 -0.028 4.038  0.113
H 0.904 1.500 5.891  0.129
H -1.340 2.529 6.045  0.129
H -3.072 1.974 4.366  0.118
Cl -5.978 1.413 -2.189  0.811
C -4.527 0.535 -2.383  -0.629
C -4.309 -0.275 -3.488  -0.010
C -3.103 -0.954 -3.570  0.003
C -2.178 -0.816 -2.558  -0.151
N -2.384 -0.029 -1.483  -0.120
C -3.547 0.639 -1.414  -0.254
H -5.065 -0.367 -4.258  0.140
H -2.881 -1.595 -4.412  0.138
H -1.240 -1.347 -2.610  0.086
H -3.727 1.274 -0.557  0.005
C -1.024 2.246 -3.512  0.035
C 0.149 2.015 -2.617  -0.298
O 0.106 1.061 -1.764  -0.324
C 1.311 2.841 -2.696  -0.145
C 1.390 3.868 -3.659  0.023
C 2.504 4.675 -3.721  -0.015
C 3.550 4.479 -2.822  0.010
C 3.489 3.469 -1.862  -0.018
C 2.384 2.651 -1.801  0.009
H -1.851 1.596 -3.268  0.057
H -0.732 2.072 -4.551  0.127
H -1.347 3.286 -3.444  0.119
H 0.584 4.033 -4.361  0.125
H 2.567 5.458 -4.464  0.130
H 4.423 5.117 -2.872  0.133
H 4.313 3.327 -1.175  0.125
H 2.339 1.860 -1.067  0.069
C 1.528 -1.429 -2.703  -0.281
S 1.834 -0.863 -1.014  0.823
C 2.411 -2.440 -0.350  -0.299
H 2.489 -1.759 -3.094  0.076
H 1.168 -0.598 -3.306  0.048
H 0.826 -2.261 -2.714  0.037
H 1.756 -3.255 -0.644  0.055
H 2.475 -2.369 0.731  0.023
H 3.408 -2.599 -0.759  0.077
Cl -1.612 2.666 0.028  0.779
C -0.092 2.702 0.891  -0.652
C 0.627 1.517 0.878  -0.377
C 1.856 1.580 1.546  -0.690
Cl 2.887 0.190 1.619  0.756
C 2.309 2.738 2.174  -0.703
Cl 3.819 2.760 2.968  0.772
C 1.516 3.893 2.173  -0.689
Cl 2.042 5.303 2.959  0.799
C 0.287 3.880 1.516  -0.701
Cl -0.714 5.257 1.473  0.784

E_LUMO	-0.3674	hartree
orbital gap	0.2361	hartree
charge	+3

***

C55H79BN7O2RbS3 | the ωB97M-V functional and the def2-TZVPD basis

Last column: Löwdin charge in e.
CARTESIAN COORDINATES (ANGSTROEM)
Rb 1.929 0.417 0.259  0.837
C -1.510 -2.680 1.967  -0.049
C -1.539 -2.735 0.476  -0.248
C -2.674 -2.986 -0.207  0.041
C -2.686 -2.959 -1.632  -0.208
N -1.642 -2.579 -2.293  0.178
N -0.491 -2.311 -1.620  0.058
B 0.515 -1.561 -2.492  -0.655
N 0.141 -0.086 -2.773  0.148
N -0.061 -0.958 -3.784  0.201
C -0.317 -0.654 -5.012  -0.127
C -0.590 0.729 -5.222  0.076
C -0.454 1.645 -4.230  -0.224
C -0.756 3.084 -4.477  -0.061
C 0.069 1.260 -2.913  -0.746
S 0.515 2.364 -1.764  0.680
C -0.267 -1.741 -6.074  -0.516
C -1.327 -2.807 -5.781  -0.034
C -0.503 -1.148 -7.462  -0.053
C 1.130 -2.380 -6.024  -0.020
N 1.925 -2.099 -2.554  0.014
N 1.895 -3.443 -2.369  0.151
C 3.003 -4.073 -2.190  -0.223
C 4.234 -3.353 -2.098  0.066
C 4.288 -2.033 -2.382  -0.249
C 5.568 -1.262 -2.320  -0.058
C 3.063 -1.372 -2.793  -0.658
S 3.063 0.125 -3.549  0.749
C 2.899 -5.580 -1.968  -0.542
C 1.837 -6.163 -2.906  -0.051
C 4.240 -6.264 -2.245  -0.059
C 2.484 -5.830 -0.512  -0.045
C -0.319 -2.501 -0.274  -0.635
S 1.168 -2.499 0.493  0.690
C -3.913 -3.349 -2.463  -0.526
C -4.280 -2.211 -3.424  -0.034
C -3.569 -4.616 -3.257  -0.036
C -5.122 -3.647 -1.574  -0.057
H -2.501 -2.879 2.376  0.086
H -1.175 -1.688 2.284  0.088
H -0.792 -3.392 2.371  0.073
H -3.586 -3.189 0.336  0.112
H -0.902 1.056 -6.204  0.118
H -1.172 3.229 -5.473  0.084
H 0.152 3.678 -4.361  0.084
H -1.454 3.452 -3.723  0.083
H -2.338 -2.400 -5.874  0.086
H -1.213 -3.201 -4.771  0.058
H -1.221 -3.627 -6.496  0.096
H -1.490 -0.685 -7.544  0.089
H -0.453 -1.951 -8.199  0.091
H 0.256 -0.406 -7.723  0.095
H 1.284 -2.914 -5.082  0.076
H 1.917 -1.629 -6.120  0.086
H 1.227 -3.099 -6.840  0.093
H 5.138 -3.872 -1.807  0.119
H 6.397 -1.921 -2.065  0.084
H 5.499 -0.471 -1.570  0.088
H 5.765 -0.769 -3.271  0.068
H 2.106 -6.000 -3.953  0.087
H 0.864 -5.705 -2.728  0.075
H 1.753 -7.240 -2.737  0.085
H 4.632 -6.005 -3.232  0.092
H 4.104 -7.347 -2.213  0.087
H 4.994 -6.011 -1.496  0.079
H 1.517 -5.368 -0.301  0.061
H 3.212 -5.406 0.186  0.090
H 2.415 -6.905 -0.325  0.088
H -3.397 -1.839 -3.946  0.059
H -4.727 -1.377 -2.880  0.067
H -5.004 -2.565 -4.162  0.090
H -2.708 -4.451 -3.905  0.059
H -4.420 -4.911 -3.876  0.088
H -3.333 -5.445 -2.584  0.091
H -5.417 -2.775 -0.985  0.073
H -4.934 -4.482 -0.894  0.088
H -5.968 -3.921 -2.207  0.091
C -4.767 1.406 4.898  -0.046
C -3.789 2.546 4.574  -0.561
C -4.586 3.820 4.254  -0.045
C -2.930 2.813 5.808  -0.061
C -2.941 2.158 3.368  -0.166
C -1.591 2.079 3.385  0.027
C -0.861 1.600 2.243  -0.177
N 0.455 1.493 2.178  0.060
C 1.365 2.169 2.892  -0.196
C 1.116 3.414 3.550  0.025
C 2.108 4.096 4.174  -0.167
C 3.426 3.534 4.125  0.023
C 3.778 2.385 3.484  -0.077
C 2.713 1.574 2.905  -0.353
O 2.884 0.408 2.488  -0.237
C 5.258 1.958 3.472  -0.530
C 5.594 0.884 2.428  -0.061
C 5.628 1.411 4.859  -0.039
C 6.150 3.170 3.152  -0.055
C 1.897 5.437 4.872  -0.559
C 0.449 5.913 4.761  -0.063
C 2.241 5.283 6.362  -0.046
C 2.804 6.509 4.253  -0.046
C -1.582 1.058 1.069  -0.288
O -0.992 0.396 0.202  -0.092
C -3.012 1.388 0.998  -0.065
C -3.605 1.858 2.124  0.023
C -3.873 1.199 -0.264  -0.516
C -3.068 0.898 -1.533  -0.056
C -4.645 2.501 -0.543  -0.046
C -4.873 0.056 -0.042  -0.035
H -5.381 1.665 5.764  0.084
H -4.221 0.486 5.125  0.091
H -5.438 1.201 4.060  0.076
H -5.186 4.117 5.118  0.084
H -5.266 3.674 3.412  0.075
H -3.911 4.642 4.005  0.090
H -3.574 3.073 6.651  0.086
H -2.241 3.646 5.644  0.074
H -2.346 1.934 6.090  0.090
H -1.029 2.278 4.288  0.105
H 0.128 3.840 3.456  0.098
H 4.212 4.097 4.615  0.100
H 5.101 -0.062 2.633  0.076
H 6.677 0.733 2.432  0.082
H 5.304 1.202 1.423  0.085
H 5.003 0.551 5.110  0.092
H 5.488 2.170 5.633  0.081
H 6.675 1.092 4.877  0.084
H 5.884 3.599 2.182  0.092
H 7.196 2.854 3.112  0.083
H 6.077 3.961 3.900  0.069
H -0.244 5.202 5.218  0.073
H 0.152 6.060 3.720  0.090
H 0.337 6.868 5.280  0.086
H 1.599 4.530 6.826  0.090
H 2.098 6.232 6.887  0.084
H 3.279 4.972 6.504  0.078
H 2.585 6.630 3.189  0.091
H 3.862 6.256 4.352  0.075
H 2.645 7.470 4.748  0.083
H -4.678 2.023 2.094  0.100
H -2.314 1.668 -1.707  0.061
H -3.761 0.888 -2.380  0.084
H -2.554 -0.060 -1.483  0.066
H -3.948 3.325 -0.716  0.094
H -5.300 2.783 0.283  0.072
H -5.266 2.382 -1.436  0.084
H -4.340 -0.874 0.180  0.070
H -5.480 -0.099 -0.941  0.079
H -5.550 0.263 0.790  0.083

E_LUMO (alpha / beta)	-0.0215 / -0.0215	hartree
orbital gap (alpha / beta)	0.2044 / 0.2042	hartree
relative energy (zero: lowest compared OMol25 entry of this formula, charge and spin)	153.35	kJ/mol